1.
Density functional theory data (the ωB97M-V functional and the def2-TZVPD basis) for 2 unconnected molecules or ions with the total composition C4H7NO at a distorted geometry.

Properties
2S+1: 1
HOMO: -0.3706 Eh
ΔE to the lowest compared entry with this formula, charge and spin: 109.7 kcal/mol
E_LUMO: 0.349 eV
total charge: 0
frontier orbital gap: 10.434 eV

Cartesian coordinates (Å):
1 C -1.190 -0.786 0.159
2 C -0.385 0.491 0.233
3 O -0.861 1.497 0.941
4 C 1.141 0.322 0.307
5 C 1.700 -0.618 -0.663
6 N 2.111 -1.364 -1.445
7 H -2.236 -0.548 -0.042
8 H -0.806 -1.493 -0.581
9 H -1.132 -1.236 1.157
10 H -0.490 0.927 -1.153
11 H -0.796 1.528 -0.448
12 H 1.337 -0.026 1.329
13 H 1.608 1.305 0.206

***

2.
Density functional theory data (the ωB97M-V functional and the def2-TZVPD basis) for a single C4H7NO molecule.

Properties
2S+1: 1
HOMO: -0.3542 Eh
ΔE to the lowest compared entry with this formula, charge and spin: 57.8 kcal/mol
E_LUMO: 0.759 eV
total charge: 0
SMILES string: C[C@@]1(C=O)CN1
frontier orbital gap: 10.396 eV

Cartesian coordinates (Å):
1 C 0.156 0.106 -1.467
2 C 0.210 -0.089 0.039
3 C -1.104 -0.640 0.466
4 N 0.092 -1.359 0.799
5 C 0.916 0.960 0.842
6 O 1.107 0.880 2.038
7 H 0.789 0.945 -1.757
8 H 0.378 -0.780 -2.062
9 H -0.873 0.407 -1.709
10 H -1.692 -0.033 1.136
11 H -1.643 -1.125 -0.349
12 H 0.334 -1.082 1.757
13 H 1.329 1.811 0.265

***

3.
Density functional theory data (the ωB97M-V functional and the def2-TZVPD basis) for a single C4H7NO molecule.

Properties
2S+1: 1
HOMO: -0.3519 Eh
ΔE to the lowest compared entry with this formula, charge and spin: 42.6 kcal/mol
E_LUMO: -0.203 eV
total charge: 0
SMILES string: CC/N=C\C=O
frontier orbital gap: 9.372 eV

Cartesian coordinates (Å):
1 C 1.593 1.123 0.147
2 N 0.315 -0.768 -0.664
3 C 0.329 0.683 -0.587
4 C -0.621 -1.475 -0.182
5 C -1.879 -1.048 0.521
6 O -2.640 -1.879 0.961
7 H 1.727 2.207 0.070
8 H 2.467 0.629 -0.287
9 H 1.542 0.856 1.207
10 H -0.556 1.132 -0.117
11 H 0.367 1.045 -1.621
12 H -0.540 -2.563 -0.265
13 H -2.097 0.030 0.624

***

4.
Density functional theory data (the ωB97M-V functional and the def2-TZVPD basis) for a single C4H7NO molecule.

Properties
2S+1: 1
HOMO: -0.2825 Eh
ΔE to the lowest compared entry with this formula, charge and spin: 112.6 kcal/mol
E_LUMO: 0.543 eV
total charge: 0
frontier orbital gap: 8.231 eV

Cartesian coordinates (Å):
1 O -0.647 0.885 1.664
2 C -0.441 0.866 0.266
3 C 0.967 0.710 -0.362
4 C 0.449 -0.389 -1.353
5 N 0.022 -1.444 -0.254
6 C -0.872 -0.326 -0.557
7 H 0.062 0.386 2.084
8 H -0.938 1.759 -0.124
9 H 1.766 0.388 0.323
10 H 1.319 1.607 -0.876
11 H 0.439 -1.507 0.672
12 H -0.243 -2.343 -0.634
13 H -1.886 -0.592 -0.851

***

5.
Density functional theory data (the ωB97M-V functional and the def2-TZVPD basis) for a single C4H7NO molecule at a distorted geometry.

Properties
2S+1: 1
HOMO: -0.4037 Eh
ΔE to the lowest compared entry with this formula, charge and spin: 41.9 kcal/mol
E_LUMO: 0.610 eV
total charge: 0
SMILES string: C[C@@H](O)CC#N
frontier orbital gap: 11.595 eV

Cartesian coordinates (Å):
1 C 0.668 1.294 0.029
2 C 0.460 -0.145 -0.487
3 C -0.704 -0.929 0.115
4 C -2.096 -0.346 -0.083
5 H 0.024 2.105 -0.494
6 H 0.460 1.453 1.172
7 H 1.846 1.567 -0.117
8 H 0.492 -0.262 -1.528
9 H 1.649 -1.071 0.872
10 H -0.501 -1.016 1.190
11 H -0.819 -1.898 -0.367
12 N -3.146 0.135 -0.152
13 O 1.667 -0.887 -0.150

***

6.
Density functional theory data (the ωB97M-V functional and the def2-TZVPD basis) for a single C4H7NO molecule.

Properties
2S+1: 1
HOMO: -0.3605 Eh
ΔE to the lowest compared entry with this formula, charge and spin: 48.7 kcal/mol
E_LUMO: 0.928 eV
total charge: 0
SMILES string: C[C@@]1(C=O)CN1
frontier orbital gap: 10.738 eV

Cartesian coordinates (Å):
1 C 1.380 -0.600 0.189
2 C -0.016 -0.042 0.059
3 C -0.252 1.414 0.144
4 N -0.234 0.745 -1.166
5 C -1.142 -1.016 0.268
6 O -2.091 -0.865 0.994
7 H 1.409 -1.625 -0.198
8 H 2.026 0.018 -0.437
9 H 1.762 -0.602 1.217
10 H -1.195 1.834 0.493
11 H 0.627 2.036 0.296
12 H -1.202 0.611 -1.453
13 H -1.071 -1.908 -0.404